DFT (the ωB97M-V functional and the def2-TZVPD basis) results for a cluster of 3 separate species, C2H9NS in total at a distorted geometry.

XYZ file:
```
13
Properties=species:S:1:pos:R:3:nbo_charge:R:1
N -3.03 1.69 -0.07 -1.046
H -2.56 2.41 -0.61 0.352
H 1.41 1.03 3.40 -0.006
H -2.21 1.12 0.18 0.343
H -3.24 2.22 0.85 0.352
C 0.61 -0.60 0.93 -0.447
C -0.04 -1.23 -0.23 -0.522
S 1.35 -0.29 -0.79 0.051
H 2.11 0.80 3.23 0.006
H 0.21 0.31 1.40 0.224
H 1.35 -1.09 1.60 0.235
H -0.89 -0.71 -0.51 0.213
H -0.03 -2.33 -0.62 0.246
```

Net charge: 0
Gap between HOMO and LUMO: 9.6 eV
Energy above the lowest of the compared OMol25 structures with the same formula, charge and spin: 2.173 eV
SMILES string: [H][H].C1CS1.N
DFT total energy: -534.4498 a.u.

DFT (the ωB97M-V functional and the def2-TZVPD basis) results for a cluster of 2 separate species, C2H9NS2 in total at a distorted geometry.

XYZ file:
```
14
Properties=species:S:1:pos:R:3:nbo_charge:R:1
S -0.44 0.31 1.86 -0.136
S 1.40 -0.75 1.47 -0.154
H -0.90 -0.30 0.73 0.136
H 2.12 0.43 1.77 0.154
C -1.59 1.07 -2.03 -0.430
N -0.14 0.67 -2.24 -0.609
C -0.08 -0.84 -2.25 -0.437
H -1.53 2.15 -2.18 0.207
H -2.16 0.64 -2.88 0.197
H -1.99 0.80 -1.02 0.169
H 0.36 0.90 -1.38 0.342
H -0.60 -1.35 -1.37 0.158
H 0.98 -1.25 -2.28 0.208
H -0.61 -1.07 -3.25 0.196
```

Net charge: 0
Gap between HOMO and LUMO: 9.0 eV
Energy above the lowest of the compared OMol25 structures with the same formula, charge and spin: 1.449 eV
SMILES string: CNC.SS
DFT total energy: -932.6708 a.u.

DFT (the ωB97M-V functional and the def2-TZVPD basis) results for a cluster of 2 separate species, C2H9NSi in total at a distorted geometry.

XYZ file:
```
13
Properties=species:S:1:pos:R:3:nbo_charge:R:1
C 2.07 0.11 -0.04 -0.427
C -2.07 0.67 -0.02 -1.168
N 0.74 0.51 0.14 -1.069
Si -0.53 -0.41 -0.42 1.502
H 2.26 -0.46 -0.97 0.202
H 2.93 0.88 0.16 0.198
H 2.40 -0.59 0.75 0.199
H -2.82 0.06 0.48 0.251
H -2.00 1.64 0.50 0.252
H -2.69 0.95 -0.93 0.252
H 0.60 0.53 1.12 0.406
H 0.07 -2.58 0.74 -0.445
H -0.97 -1.30 -1.51 -0.153
```

Net charge: 0
Gap between HOMO and LUMO: 8.1 eV
Energy above the lowest of the compared OMol25 structures with the same formula, charge and spin: 4.506 eV
DFT total energy: -425.7010 a.u.

DFT (the ωB97M-V functional and the def2-TZVPD basis) results for a cluster of 2 separate species, C2H9NSi in total at a distorted geometry.

XYZ file:
```
13
Properties=species:S:1:pos:R:3:nbo_charge:R:1
C -2.30 -0.56 0.03 -0.404
C 2.86 0.21 -0.38 -0.740
N -0.82 -0.56 0.13 -1.112
Si 0.08 0.89 0.27 1.167
H -2.66 0.38 -0.25 0.201
H -2.70 -1.15 -0.91 0.179
H -2.76 -0.96 0.93 0.192
H 3.31 1.05 -0.13 0.159
H 3.17 -0.59 0.25 0.178
H 3.05 -0.27 -1.37 0.195
H -0.43 -1.51 0.29 0.404
H -0.03 1.26 1.66 -0.218
H -0.77 1.83 -0.52 -0.203
```

Net charge: 0
Gap between HOMO and LUMO (alpha / beta): 8.1 / 8.1 eV
Energy above the lowest of the compared OMol25 structures with the same formula, charge and spin: 4.352 eV
DFT total energy: -425.7067 a.u.

DFT (the ωB97M-V functional and the def2-TZVPD basis) results for a cluster of 2 separate species, C2H9O2 in total at a distorted geometry.

XYZ file:
```
13
Properties=species:S:1:pos:R:3:nbo_charge:R:1
O -0.95 1.66 0.83 -0.954
H 0.37 0.84 0.50 0.556
H -0.78 2.13 1.66 0.517
H -1.39 2.26 0.21 0.521
C 0.32 -1.14 0.08 -0.087
O 1.06 0.12 0.33 -0.627
C -0.27 -1.09 -1.32 -0.652
H 0.95 -2.02 0.30 0.235
H -0.44 -1.20 0.85 0.228
H 1.68 0.35 -0.42 0.552
H -1.00 -0.28 -1.42 0.225
H 0.52 -0.93 -2.04 0.221
H -0.83 -2.01 -1.52 0.266
```

Net charge: +1
Gap between HOMO and LUMO: 13.5 eV
Energy above the lowest of the compared OMol25 structures with the same formula, charge and spin: 0.115 eV
DFT total energy: -231.7953 a.u.

DFT (the ωB97M-V functional and the def2-TZVPD basis) results for an isolated molecule of C2H9OP3 at a distorted geometry.

XYZ file:
```
15
Properties=species:S:1:pos:R:3:nbo_charge:R:1
C -1.85 -0.06 -0.79 -0.631
C -0.90 0.63 0.21 -0.785
O 0.98 -0.13 -1.70 -1.123
P 1.44 -1.91 0.62 -0.022
P 2.25 1.69 0.41 0.007
P 0.81 0.10 -0.22 1.359
H -1.38 0.16 -1.75 0.246
H -1.87 -1.14 -0.62 0.206
H -2.90 0.11 -0.65 0.222
H -1.24 0.31 1.24 0.247
H -0.96 1.84 -0.01 0.246
H 1.14 -2.40 -0.62 0.023
H 0.05 -2.13 1.21 0.003
H 1.40 2.15 1.55 0.003
H 3.03 0.79 1.11 0.000
```

Net charge: 0
Gap between HOMO and LUMO: 9.8 eV
Energy above the lowest of the compared OMol25 structures with the same formula, charge and spin: 0.068 eV
SMILES string: CCP(=O)(P)P
DFT total energy: -1180.8557 a.u.

DFT (the ωB97M-V functional and the def2-TZVPD basis) results for a structure of composition C2HBr2FO at a distorted geometry.

XYZ file:
```
7
Properties=species:S:1:pos:R:3:nbo_charge:R:1
C -0.51 -0.09 -0.95 0.903
C 0.16 0.02 0.68 -0.455
O 0.00 -0.35 -1.97 -0.482
F -1.81 0.14 -0.70 -0.329
Br 1.21 1.73 0.43 0.034
Br 1.39 -1.43 0.92 0.083
H -0.42 -0.01 1.60 0.247
```

Net charge: 0
Gap between HOMO and LUMO: 10.6 eV
Energy above the lowest of the compared OMol25 structures with the same formula, charge and spin: 0.474 eV
DFT total energy: -5399.9100 a.u.

DFT (the ωB97M-V functional and the def2-TZVPD basis) results for a structure of composition C2HBr2NO at a distorted geometry.

XYZ file:
```
7
Properties=species:S:1:pos:R:3:nbo_charge:R:1
C 1.48 0.73 -0.04 0.851
C -2.20 -0.28 0.52 -0.225
N 2.18 -0.18 0.19 -0.751
O 0.75 1.51 -0.54 -0.540
Br -3.10 0.91 -0.58 0.140
Br -1.72 -1.89 -0.37 0.086
H 2.62 -0.80 0.82 0.439
```

Net charge: 0
Gap between HOMO and LUMO (alpha / beta): 9.0 / 8.3 eV
2S+1: 3
Energy above the lowest of the compared OMol25 structures with the same formula, charge and spin: 0.193 eV
DFT total energy: -5354.6836 a.u.

DFT (the ωB97M-V functional and the def2-TZVPD basis) results for a cluster of 2 separate species, C2HBr3O2 in total at a distorted geometry.

XYZ file:
```
8
Properties=species:S:1:pos:R:3:nbo_charge:R:1
C -0.08 -1.12 -0.97 0.432
C -0.35 0.43 -0.97 0.383
O -0.82 -1.96 -1.37 -0.425
O 0.37 1.20 -0.45 -0.436
Br 1.71 -1.35 -0.13 0.005
Br -1.96 1.09 -1.80 0.039
Br -0.15 0.74 2.73 -0.213
H 1.27 0.97 2.95 0.215
```

Net charge: 0
Gap between HOMO and LUMO: 9.3 eV
Energy above the lowest of the compared OMol25 structures with the same formula, charge and spin: 0.108 eV
SMILES string: O=C(Br)C(=O)Br.Br
DFT total energy: -7949.3147 a.u.

DFT (the ωB97M-V functional and the def2-TZVPD basis) results for a structure of composition C2HBr3O2 at a distorted geometry.

XYZ file:
```
8
Properties=species:S:1:pos:R:3:nbo_charge:R:1
C -0.05 0.07 0.65 0.741
C 0.00 -0.04 -1.01 -0.460
O -0.83 0.90 1.05 -0.584
O 0.51 -0.72 1.57 -0.652
Br 0.95 1.52 -1.44 0.164
Br 0.81 -1.70 -1.56 0.140
Br -1.82 0.21 -1.63 0.148
H 0.42 -0.26 2.36 0.503
```

Net charge: 0
Gap between HOMO and LUMO: 10.2 eV
Energy above the lowest of the compared OMol25 structures with the same formula, charge and spin: 0.484 eV
DFT total energy: -7949.3009 a.u.

DFT (the ωB97M-V functional and the def2-TZVPD basis) results for a structure of composition C2HBr5 at a distorted geometry.

XYZ file:
```
8
Properties=species:S:1:pos:R:3:nbo_charge:R:1
C -0.27 -0.49 -0.57 -0.422
C 0.16 0.45 0.72 -0.406
Br 0.77 -2.08 -0.69 0.099
Br -0.10 0.47 -2.25 0.060
Br 1.86 1.18 0.41 0.164
Br -1.19 1.85 0.80 0.115
Br 0.09 -0.68 2.27 0.145
H -1.32 -0.71 -0.69 0.245
```

Net charge: 0
Gap between HOMO and LUMO: 9.9 eV
Energy above the lowest of the compared OMol25 structures with the same formula, charge and spin: 0.000 eV
DFT total energy: -12946.8507 a.u.

DFT (the ωB97M-V functional and the def2-TZVPD basis) results for a structure of composition C2HBrCl2OS at a distorted geometry.

XYZ file:
```
8
Properties=species:S:1:pos:R:3:nbo_charge:R:1
C -1.11 0.14 -0.12 -0.387
C 1.59 -1.74 0.87 -0.196
O -1.05 1.01 -1.33 -0.638
S -1.61 1.77 -0.07 1.039
Cl 1.63 -3.10 -0.08 0.082
Cl -0.02 2.75 0.76 -0.161
Br 2.56 -0.32 0.19 0.102
H -2.00 -0.50 -0.22 0.159
```

Net charge: 0
Gap between HOMO and LUMO: 8.0 eV
Energy above the lowest of the compared OMol25 structures with the same formula, charge and spin: 4.298 eV
DFT total energy: -4044.3670 a.u.

DFT (the ωB97M-V functional and the def2-TZVPD basis) results for a cluster of 2 separate species, C2HBrClF3 in total at a distorted geometry.

XYZ file:
```
8
Properties=species:S:1:pos:R:3:nbo_charge:R:1
C 0.40 0.92 2.49 0.277
C 0.33 -1.08 -0.94 0.537
F 0.01 1.88 1.68 -0.313
F -0.92 -1.64 -0.68 -0.331
F 0.64 -0.21 -0.06 -0.310
Cl 2.01 1.00 2.86 0.036
Br 0.33 -0.07 -2.65 -0.059
H 1.16 -1.79 -1.06 0.164
```

Net charge: 0
Gap between HOMO and LUMO: 9.6 eV
Energy above the lowest of the compared OMol25 structures with the same formula, charge and spin: 3.120 eV
DFT total energy: -3410.4964 a.u.

DFT (the ωB97M-V functional and the def2-TZVPD basis) results for a cluster of 2 separate species, C2HBrF2 in total at a distorted geometry.

XYZ file:
```
6
Properties=species:S:1:pos:R:3:nbo_charge:R:1
C -1.91 0.37 -0.08 0.239
C -1.41 -0.73 -0.11 0.280
F -2.74 1.26 -0.53 -0.264
F -0.66 -1.74 0.19 -0.255
Br 3.38 0.03 -0.33 -0.204
H 3.33 0.81 0.86 0.204
```

Net charge: 0
Gap between HOMO and LUMO: 10.9 eV
Energy above the lowest of the compared OMol25 structures with the same formula, charge and spin: 2.127 eV
SMILES string: FC#CF.Br
DFT total energy: -2850.4048 a.u.

DFT (the ωB97M-V functional and the def2-TZVPD basis) results for a cluster of 2 separate species, C2HBrF2O in total at a distorted geometry.

XYZ file:
```
7
Properties=species:S:1:pos:R:3:nbo_charge:R:1
C -1.07 -0.88 -0.43 0.848
C 0.64 0.72 0.50 0.063
O -1.80 -1.39 0.35 -0.516
F -0.95 -0.97 -1.72 -0.294
F 1.13 -0.10 1.46 -0.333
Br 1.71 0.91 -1.06 0.048
H 0.34 1.70 0.89 0.185
```

Net charge: 0
Gap between HOMO and LUMO (alpha / beta): 8.8 / 8.4 eV
Energy above the lowest of the compared OMol25 structures with the same formula, charge and spin: 3.134 eV
DFT total energy: -2925.6680 a.u.

DFT (the ωB97M-V functional and the def2-TZVPD basis) results for a structure of composition C2HBrI2O at a distorted geometry.

XYZ file:
```
7
Properties=species:S:1:pos:R:3:nbo_charge:R:1
C -1.09 -0.42 0.01 0.453
C 0.60 0.21 0.07 -0.649
O -1.87 -0.34 0.88 -0.462
Br 1.26 0.29 1.90 0.114
I 1.89 -1.01 -1.14 0.223
I 0.51 2.28 -0.78 0.174
H -1.31 -1.02 -0.94 0.147
```

Net charge: 0
Gap between HOMO and LUMO: 8.7 eV
Energy above the lowest of the compared OMol25 structures with the same formula, charge and spin: 0.401 eV
DFT total energy: -3321.3937 a.u.

DFT (the ωB97M-V functional and the def2-TZVPD basis) results for an isolated molecule of C2HBrN2O at a distorted geometry.

XYZ file:
```
7
Properties=species:S:1:pos:R:3:nbo_charge:R:1
C 1.13 -0.14 -0.06 -0.017
C -1.17 -0.52 0.03 0.190
N -0.02 -0.96 -0.03 -0.347
N 1.02 1.12 0.04 0.055
O 0.00 1.82 -0.05 -0.406
Br -2.91 -0.55 -0.02 0.324
H 1.94 -0.78 0.09 0.200
```

Net charge: 0
Gap between HOMO and LUMO (alpha / beta): 7.4 / 7.8 eV
Energy above the lowest of the compared OMol25 structures with the same formula, charge and spin: 3.957 eV
DFT total energy: -2835.3947 a.u.

DFT (the ωB97M-V functional and the def2-TZVPD basis) results for a cluster of 2 separate species, C2HBrN2O in total at a distorted geometry.

XYZ file:
```
7
Properties=species:S:1:pos:R:3:nbo_charge:R:1
C -0.03 0.36 -0.42 0.074
C 3.78 0.56 0.03 -0.008
N 0.94 -0.19 -0.48 -0.312
N 3.96 1.72 0.25 0.180
O 3.65 2.82 0.44 -0.348
Br 4.64 -1.07 -0.06 0.173
H -1.12 0.48 -0.35 0.241
```

Net charge: 0
Gap between HOMO and LUMO: 9.3 eV
Energy above the lowest of the compared OMol25 structures with the same formula, charge and spin: 3.506 eV
SMILES string: [O-][N+]#CBr.C#N
DFT total energy: -2835.4113 a.u.

DFT (the ωB97M-V functional and the def2-TZVPD basis) results for an isolated molecule of C2HBrN2S at a distorted geometry.

XYZ file:
```
7
Properties=species:S:1:pos:R:3:nbo_charge:R:1
C 0.26 0.25 1.20 0.083
C -0.47 -0.70 -0.69 0.023
N 0.75 1.25 0.69 -0.715
N -0.07 0.16 -1.49 -0.771
S 0.71 1.50 -0.96 1.074
Br -1.33 -2.29 -0.92 0.111
H 0.14 -0.17 2.17 0.195
```

Net charge: 0
Gap between HOMO and LUMO (alpha / beta): 5.6 / 4.9 eV
2S+1: 3
Energy above the lowest of the compared OMol25 structures with the same formula, charge and spin: 1.805 eV
DFT total energy: -3158.2610 a.u.

DFT (the ωB97M-V functional and the def2-TZVPD basis) results for a cluster of 2 separate species, C2HBrO in total.

XYZ file:
```
5
Properties=species:S:1:pos:R:3:nbo_charge:R:1
C 0.20 2.72 -0.39 0.506
C -0.53 0.17 0.51 -0.218
O -0.07 3.66 0.19 -0.481
Br -2.30 -0.06 -0.03 0.094
H -0.03 0.25 -0.46 0.099
```

Net charge: 0
Gap between HOMO and LUMO: 8.1 eV
Energy above the lowest of the compared OMol25 structures with the same formula, charge and spin: 2.782 eV
DFT total energy: -2725.9150 a.u.